45
Properties=species:S:1:pos:R:3 method="wB97M-V/def2-TZVPD" total_charge=0 homo_ev=-8.96 relative_energy_ev=4.882 gap_ev=9.5
C 1.61041 0.04869 -2.18790
O 0.86412 1.09400 -2.88340
C 0.85863 -0.40635 -0.92537
C 1.65893 0.02085 0.32618
C 0.96864 -0.32695 1.65977
C 0.54793 1.66900 3.09030
C 0.16792 0.86285 2.11761
N 0.69127 -1.88237 -0.99548
H 2.57642 0.47859 -1.94441
H 1.71740 -0.72388 -2.95618
H -0.02955 0.71835 -3.04039
H -0.17909 -0.09974 -1.01906
H 1.81156 1.10319 0.23210
H 2.69209 -0.32944 0.24532
H 1.74612 -0.59309 2.37586
H 0.33516 -1.20095 1.54590
H -0.07322 2.42222 3.56617
H 1.34456 1.60350 3.83631
H -0.80196 0.99699 1.65642
H 0.33794 -2.29474 -0.13914
H 1.53292 -2.37060 -1.26692
H -2.50069 0.20534 -2.78113
H -2.11838 1.21593 -1.78477
O -1.77765 0.82500 -2.60798
H 1.23339 3.09412 -0.74010
H 0.48694 2.24627 -1.73249
O 0.33516 2.99001 -1.07829
H 2.83774 3.66894 1.77755
H 3.15534 4.33426 0.44549
O 2.80655 3.53269 0.82970
H -1.34743 2.88682 -0.73984
H -2.66192 3.45382 -1.24317
O -2.31400 2.86141 -0.57250
H 1.03250 -4.41236 1.46524
H -0.27225 -3.59463 1.95458
O 0.44583 -3.67077 1.34150
H -1.48855 -3.14812 -1.94455
H -0.25327 -2.46523 -1.29818
O -1.23327 -2.47689 -1.31707
H -2.26010 -2.07605 0.10460
H -2.78436 -1.01767 0.99986
O -2.97866 -1.93747 0.76547
H -2.05370 -3.24614 3.63838
H -2.15412 -2.46969 2.27773
O -1.54589 -2.75855 2.98474

=====

45
Properties=species:S:1:pos:R:3 method="wB97M-V/def2-TZVPD" total_charge=0 homo_ev=-8.00 relative_energy_ev=6.175 gap_ev=8.1
C 3.14095 2.16005 0.91042
N 3.04720 2.12874 -0.54573
C 1.66984 2.05303 -0.88673
C 1.12638 1.38293 -1.92323
C -0.29772 1.47103 -2.25898
C -1.03829 0.46886 -2.63423
C -2.62569 0.47468 -2.97348
H 2.53958 1.51619 1.35581
H 3.00064 3.20525 1.28902
H 4.21735 2.14074 1.43792
H 3.52528 1.34021 -1.01769
H 1.10047 2.75952 -0.25095
H 1.66919 0.70265 -2.53242
H -0.61260 2.49601 -2.07905
H -0.53414 -0.49503 -2.83010
H -2.90540 1.03623 -3.88179
H -3.01007 -0.53189 -2.97138
H -3.18659 0.91302 -2.06848
H -0.38235 0.80673 2.53949
H 0.92823 0.17881 3.10068
O 0.09619 -0.12292 2.56970
H -4.16502 0.25274 0.71887
H -2.88361 0.16472 1.67244
O -3.51785 0.75897 1.24632
H 0.28086 -4.79866 1.22644
H 0.23875 -3.26105 1.61397
O 0.17218 -3.94906 0.73615
H -0.82779 -0.00121 -0.01141
H -1.73279 -0.97808 -0.56229
O -1.55415 -0.56310 0.26210
H -0.45972 -1.67530 2.96538
H -1.64183 -2.66549 3.17291
O -0.66840 -2.56516 2.96155
H 0.87424 -1.93904 -0.27648
H 1.34439 -0.66133 -0.71002
O 1.37509 -1.58631 -0.96398
H -2.05497 -2.81793 1.01450
H -2.17531 -3.93861 0.10167
O -2.59741 -3.07126 0.20985
H 4.79409 -1.45002 -0.92781
H 3.25064 -1.72108 -0.84316
O 3.93416 -1.39317 -0.43010
H -1.28306 4.42290 1.44583
H -1.25261 3.63943 0.08132
O -0.91831 3.71225 0.94714

=====

11
Properties=species:S:1:pos:R:3 method="wB97M-V/def2-TZVPD" total_charge=0 homo_ev="-8.88 / -9.47" relative_energy_ev=0.000 gap_ev="6.8 / 6.9"
C 0.85086 0.82998 0.12996
C -1.08028 -0.58802 -0.09840
C 0.36812 -0.39676 -0.24237
C -0.11526 1.83578 0.14155
C -1.59752 1.73536 0.17888
C -2.13946 0.38233 0.03096
O -2.27122 2.72089 0.42310
Br 0.44920 3.60875 -0.10043
Br -3.94556 0.01180 -0.06763
H 1.89910 1.08689 0.14973
H -1.40028 -1.62276 -0.18607

=====

18
Properties=species:S:1:pos:R:3 method="wB97M-V/def2-TZVPD" total_charge=-2 homo_ev="-0.81 / -0.81" gap_ev="5.1 / 5.1"
W 0.39317 -1.45772 -0.06560
O -1.52385 4.62121 0.03616
C -1.16089 3.47103 0.00552
C -2.07463 2.25467 0.02725
O -3.28933 2.27660 0.07547
C -1.15855 1.11796 -0.02917
C 0.17015 1.54412 -0.08494
O 1.05616 0.61445 -0.15343
C 0.28053 2.99287 -0.07190
O 1.26069 3.71017 -0.11718
O -1.36721 -0.14393 -0.05372
Se 2.97498 -1.09242 0.16392
Se 4.55390 -2.77991 0.61534
Te 3.43800 -4.74188 -0.50501
Se 1.02006 -3.99359 -0.31628
C -1.15602 -2.61669 0.13022
H -1.31153 -3.68218 0.29897
H -2.10563 -2.09475 0.04440

=====

48
Properties=species:S:1:pos:R:3 method="wB97M-V/def2-TZVPD" total_charge=0 homo_ev=-5.77 relative_energy_ev=29.797 gap_ev=5.7
O 34.95409 6.59074 -7.10695
H 34.90075 5.71438 -6.72566
H 34.69180 6.47168 -8.01978
O 33.84321 6.91054 -4.88092
H 34.63624 6.37822 -4.81786
H 33.26493 6.41216 -5.45836
O 34.86834 8.35422 -6.05976
H 34.20572 8.88974 -6.49610
H 34.89158 7.54191 -6.56556
O 35.06367 5.53847 -5.10749
H 35.31575 4.77340 -4.59044
H 35.85776 5.77721 -5.58566
O 34.42577 4.43165 -6.88937
H 33.51708 4.34591 -7.17774
H 34.36254 4.67237 -5.96509
O 36.72388 5.77808 -6.10479
H 36.69591 6.64923 -6.50048
H 37.63403 5.49867 -6.20373
C 33.72097 7.16166 -10.35108
C 34.62189 6.62880 -9.22438
O 34.19537 5.43048 -8.60229
O 32.46285 7.34526 -9.85026
H 33.65636 6.46200 -11.18438
H 34.04835 8.08220 -10.83431
H 34.60398 7.47903 -8.54254
H 35.66025 6.51451 -9.53559
H 33.31692 5.37463 -8.98543
H 31.92817 7.39270 -10.64617
C 31.66001 6.46054 -5.91218
C 32.24635 7.64037 -6.68819
O 32.99311 7.16819 -7.77359
O 32.55173 5.44666 -5.53910
H 30.80269 6.09043 -6.47441
H 31.22446 6.82909 -4.98344
H 32.84228 8.07296 -5.88456
H 31.45239 8.33033 -6.97400
H 33.52945 6.44291 -7.44512
H 32.60143 4.84990 -6.28943
C 36.68483 4.85428 -8.80541
C 37.69581 5.97245 -8.54988
O 37.06215 7.22760 -8.63670
O 36.21554 4.84308 -10.15179
H 35.80673 4.81103 -8.16107
H 37.17171 3.91920 -8.52854
H 38.53437 5.99224 -9.24596
H 38.27697 5.80510 -7.64305
H 36.53713 7.24025 -9.44032
H 35.42811 4.29418 -10.13546

=====

45
Properties=species:S:1:pos:R:3 method="wB97M-V/def2-TZVPD" total_charge=-1 homo_ev="0.31 / -7.18" s2=0.75 relative_energy_ev=0.000 gap_ev="2.2 / 9.6" spin_multiplicity=2
C -15.05937 4.74656 -3.67244
C -14.21190 4.63582 -4.96210
O -14.34152 3.24900 -5.33854
H -16.13875 4.60557 -3.72870
H -15.04425 5.70292 -3.14969
H -14.77706 4.04008 -2.89188
H -13.20495 4.84838 -4.60297
H -14.48659 5.42005 -5.66752
H -14.16770 2.73785 -4.54475
C -11.00002 -1.10282 -2.13488
C -11.37026 -2.12100 -1.10208
O -12.21905 -1.67429 -0.12404
H -11.90772 -0.57001 -2.41822
H -10.52696 -1.43678 -3.05834
H -10.35452 -0.29956 -1.77963
H -10.54308 -2.70140 -0.69342
H -11.92907 -2.90664 -1.61062
H -12.90817 -2.32770 -0.26464
C -9.88030 3.96468 -4.28313
C -9.64654 4.02324 -5.83374
O -9.72343 2.81178 -6.50114
H -9.18348 3.28686 -3.79007
H -10.90434 3.64295 -4.09355
H -9.71869 5.01016 -4.02054
H -8.62968 4.38496 -5.98619
H -10.21837 4.82181 -6.30639
H -9.68861 2.92390 -7.45394
O -12.22522 -2.08739 -6.97653
H -11.34220 -2.37618 -6.74603
H -12.36921 -1.30608 -6.44263
O -13.13982 2.06663 -2.59187
H -13.02447 2.58842 -1.79773
H -13.81131 1.42449 -2.36167
O -8.46956 0.54357 -5.21798
H -7.52423 0.60181 -5.07949
H -8.73175 1.43164 -5.46051
O -13.06408 1.85712 -7.32971
H -13.71576 2.36449 -6.84586
H -12.83260 1.13944 -6.74015
O -9.46560 -1.90731 -6.11906
H -9.11453 -1.07379 -5.80566
H -9.23710 -2.53643 -5.43478
O -11.99670 0.30562 -5.38109
H -11.17760 0.66092 -5.72615
H -12.09708 0.72192 -4.52502